Entry from OMol25: a structure of composition C2H4FeO4S at a distorted geometry (ωB97M-V/def2-TZVPD).

E_HOMO (spin up / spin down) in eV: -14.9 / -14.8
Frontier orbital gap (spin up / spin down) in eV: 9.12 / 6.50
Energy in eV: -55540.512

The geometry in ORCA input format:
```
! wB97M-V def2-TZVPD RIJCOSX def2/J DEFGRID3
* xyz 1 6
Fe -1.1109 -1.5316 0.1767
S -1.3747 0.7317 1.6783
O -2.5802 1.5819 1.5454
O -1.7970 -0.7594 1.8469
O -0.8327 0.5147 0.0463
O 0.4464 -1.6983 -0.7987
C 0.6760 0.5767 -0.2783
C 1.2035 -0.5809 -1.0915
H 0.7986 1.5619 -0.7490
H 1.2428 0.6538 0.6620
H 2.2786 -0.7104 -0.8768
H 1.0497 -0.3401 -2.1613
*
```

=====

Entry from OMol25: a structure of composition C13H26IrN4O4 (ωB97M-V/def2-TZVPD).

E_HOMO (spin up / spin down) in eV: -19.4 / -19.4
Frontier orbital gap (spin up / spin down) in eV: 10.11 / 6.23
Energy in eV: -30857.756

The geometry in ORCA input format:
```
! wB97M-V def2-TZVPD RIJCOSX def2/J DEFGRID3
* xyz 3 5
Ir -0.7775 0.4487 0.4920
C -2.4434 -0.5116 2.8186
C -1.7374 0.6661 3.4440
O -0.6127 1.0126 2.5727
C -0.0067 2.3130 2.8573
C 0.8888 2.6542 1.6927
O 0.1518 2.4416 0.4506
C -0.6936 3.5458 -0.0030
C -1.7959 2.9571 -0.8528
O -2.3012 1.8402 -0.0544
C -3.6182 1.2354 -0.2305
C -3.8711 0.5384 1.0833
O -2.6744 -0.2324 1.4047
H -3.3938 -0.7008 3.3177
H -1.8402 -1.4175 2.8418
H -1.3488 0.4058 4.4287
H -2.3824 1.5428 3.5245
H 0.5706 2.2366 3.7791
H -0.8121 3.0381 2.9875
H 1.7573 2.0005 1.6314
H 1.2219 3.6902 1.7541
H -0.0795 4.2373 -0.5793
H -1.1132 4.0503 0.8677
H -1.4525 2.5860 -1.8184
H -2.5892 3.6907 -0.9962
H -3.5955 0.5620 -1.0875
H -4.3630 2.0150 -0.3916
H -4.7174 -0.1450 1.0122
H -4.0444 1.2694 1.8737
C 2.6387 -2.2969 -3.8502
C 3.2877 -3.1227 -2.7461
C 4.3732 -2.3506 -2.0045
C 2.2545 -3.7149 -1.7844
N 1.5618 -2.6557 -1.0016
C 0.5691 -1.8629 -1.3439
N 0.3452 -1.0642 -0.2970
N 1.2594 -1.3980 0.6753
N 1.9705 -2.3480 0.2530
H 3.3904 -1.9821 -4.5722
H 2.1973 -1.3695 -3.4629
H 1.8757 -2.8592 -4.3921
H 3.7395 -4.0076 -3.2018
H 3.9794 -1.4338 -1.5514
H 5.1543 -2.0434 -2.6974
H 4.8383 -2.9466 -1.2189
H 2.7198 -4.3536 -1.0365
H 1.4792 -4.2761 -2.3043
H 0.0400 -1.8846 -2.2837
*
```

=====

Entry from OMol25: a cluster of 4 separate species, C16H44BrClO5P3 in total (ωB97M-V/def2-TZVPD).

E_HOMO in eV: -3.4
Frontier orbital gap in eV: 6.00
Energy in eV: -137973.710

The geometry in ORCA input format:
```
! wB97M-V def2-TZVPD RIJCOSX def2/J DEFGRID3
* xyz -1 1
C -0.4051 -0.8556 3.7166
P -0.6617 -1.1480 1.9268
O -0.6840 -2.8215 1.9325
P -2.8882 -0.6245 1.8828
C -4.7338 -0.0877 1.9043
C -5.6299 -1.0512 2.6788
C -6.2546 -2.1421 1.8040
Cl -5.9616 -3.8059 2.3887
P -2.6787 0.3420 -0.2718
O -1.3549 1.3319 -0.0519
Br -1.7358 -1.3205 -1.4906
H -1.1397 -1.3931 4.3228
H 0.6044 -1.1525 4.0022
H -0.5351 0.2155 3.8903
H 0.1396 -3.1124 1.5576
H -3.2425 -1.9169 1.2729
H -3.0566 -1.1446 3.2436
H -2.4213 0.7271 2.3929
H -4.7736 0.9099 2.3507
H -5.1104 0.0100 0.8827
H -5.0802 -1.5157 3.5009
H -6.4493 -0.4833 3.1302
H -7.3383 -2.0460 1.7594
H -5.8676 -2.0970 0.7895
H -1.5149 1.8005 0.7768
C 4.0499 2.7799 0.0774
C 4.0766 1.2640 -0.0446
O 2.8437 0.6400 0.2289
C 1.7586 1.0010 -0.6227
C 2.0038 0.6832 -2.0872
H 3.6773 3.0731 1.0596
H 5.0564 3.1826 -0.0498
H 3.4104 3.2383 -0.6774
H 4.7723 0.8535 0.6900
H 4.4504 0.9704 -1.0347
H 1.5046 2.0584 -0.4913
H 0.9080 0.4296 -0.2579
H 2.8158 1.2753 -2.5174
H 1.1001 0.8929 -2.6589
H 2.2535 -0.3724 -2.2091
C -1.4618 2.1377 -3.5478
C -2.2435 3.3107 -2.9913
O -2.5317 4.3316 -3.9447
C -3.3047 3.9188 -5.0515
C -4.6762 3.3735 -4.6853
H -0.5359 2.4776 -4.0178
H -1.2211 1.4579 -2.7330
H -2.0299 1.5700 -4.2865
H -1.6614 3.8070 -2.2158
H -3.1627 2.9550 -2.5156
H -2.7573 3.1835 -5.6545
H -3.4158 4.8144 -5.6656
H -4.6085 2.4459 -4.1167
H -5.2475 3.1663 -5.5917
H -5.2254 4.0992 -4.0837
C 7.0175 -3.3686 1.1022
C 5.9392 -3.9580 1.9982
O 5.1682 -2.9968 2.6859
C 4.4433 -2.0878 1.8649
C 3.4356 -2.7471 0.9432
H 7.6602 -2.6959 1.6721
H 7.6322 -4.1682 0.6859
H 6.5946 -2.8082 0.2679
H 6.4018 -4.5586 2.7828
H 5.2953 -4.6309 1.4192
H 5.1363 -1.4602 1.2932
H 3.9200 -1.4290 2.5564
H 3.9167 -3.3809 0.1948
H 2.8679 -1.9782 0.4192
H 2.7469 -3.3690 1.5177
*
```

=====

Entry from OMol25: the molecule C3H8N2S at a distorted geometry (ωB97M-V/def2-TZVPD).

Relative energy (zero: lowest compared OMol25 entry of this formula, charge and spin) in kcal/mol: 25.7
E_HOMO in eV: -8.5
Structure (SMILES): NCCNC=S
Frontier orbital gap in eV: 9.11
Energy in eV: -17055.616

The geometry in ORCA input format:
```
! wB97M-V def2-TZVPD RIJCOSX def2/J DEFGRID3
* xyz 0 1
C 1.2190 -0.5374 0.4616
C 0.1074 -0.8905 -0.5772
C -1.6387 0.9239 -0.5709
H 0.4549 1.0527 1.5598
H 1.4174 1.4071 0.3275
H 0.9942 -1.3054 1.2365
H 2.2598 -0.7737 0.1580
H 0.0053 -1.9925 -0.6210
H 0.4030 -0.4346 -1.5486
H -1.8511 -0.9451 0.3304
H -2.6475 1.0188 -0.2526
N 1.2898 0.7188 1.0693
N -1.2340 -0.3386 -0.2342
S -0.7794 2.0965 -1.3384
*
```

=====

Entry from OMol25: the ion C4H9N3OP with charge +1 at a distorted geometry (ωB97M-V/def2-TZVPD).

Relative energy (zero: lowest compared OMol25 entry of this formula, charge and spin) in kcal/mol: 10.3
E_HOMO in eV: -13.5
Structure (SMILES): NC(=O)[C@H]1PC=N[C@@H]1[NH3+]
Frontier orbital gap in eV: 10.16
Energy in eV: -20092.987

The geometry in ORCA input format:
```
! wB97M-V def2-TZVPD RIJCOSX def2/J DEFGRID3
* xyz 1 1
C -2.2526 -0.9398 0.4012
C 1.6392 0.0231 0.1875
C 0.2229 -0.5028 -0.0507
C -0.7720 0.7390 -0.0473
N -2.1096 0.2831 0.0848
N 2.3936 -0.6814 1.0444
N -0.4230 1.6606 -1.1819
O 1.9264 1.0967 -0.3165
P -0.7661 -1.7599 0.9816
H -3.3694 -1.1860 0.5033
H 0.0327 -0.8099 -1.0417
H -0.3718 1.2532 0.8018
H 2.3037 -1.6587 1.0944
H 3.2489 -0.4159 1.4832
H -0.6969 2.6148 -0.9391
H -1.0528 1.3968 -1.9299
H 0.6293 1.6905 -1.2093
H -0.5824 -2.8033 0.1342
*
```

=====

Entry from OMol25: a cluster of 3 separate species, C3H14NO2 in total at a distorted geometry (ωB97M-V/def2-TZVPD).

Relative energy (zero: lowest compared OMol25 entry of this formula, charge and spin) in kcal/mol: 33.1
E_HOMO in eV: -15.2
Frontier orbital gap in eV: 12.12
Energy in eV: -8916.352

The geometry in ORCA input format:
```
! wB97M-V def2-TZVPD RIJCOSX def2/J DEFGRID3
* xyz 1 1
C 0.7104 -0.2678 -0.8485
C -0.3546 -1.2477 -0.3286
C -1.7970 -1.1967 -1.1483
N 1.1567 0.9228 -0.0031
H 1.7293 -0.7961 -1.0111
H 0.4251 0.2257 -1.8293
H -0.5921 -1.1255 0.7260
H -0.0372 -2.2810 -0.3375
H -2.5484 -0.4792 -0.7107
H -1.6873 -0.9523 -2.1728
H -2.4523 -2.1098 -1.0931
H 0.3065 1.5233 0.1334
H 1.4991 0.5267 1.0255
H 1.9869 1.3097 -0.5279
H 2.9224 0.4861 2.5937
H 1.8890 -0.4494 3.4909
O 2.0714 -0.0123 2.6376
H -1.9822 2.1424 0.5879
H -1.8419 1.8720 -1.0073
O -1.4040 1.9092 -0.1768
*
```